(1)
{
  "formula": "C3H2ClF3",
  "method": "ωB97M-V with the def2-TZVPD basis set",
  "e_tot_ev": -23816.3880,
  "homo_ev": -9.8,
  "charge": 0,
  "mol_weight_da": 130.496,
  "species": ["F", "C", "C", "F", "C", "F", "Cl", "H", "H"],
  "coordinates": [[-1.071, 1.582, -0.403], [-1.131, 0.269, -0.350], [0.194, -0.467, 0.115], [-0.127, -1.785, 0.091], [1.381, -0.019, 0.414], [2.322, -0.942, 0.677], [1.685, 1.683, 0.357], [-1.331, -0.146, -1.340], [-1.923, -0.176, 0.439]]
}

***

(2)
{
  "formula": "C3H10N",
  "method": "ωB97M-V with the def2-TZVPD basis set",
  "e_tot_ev": -4754.4156,
  "homo_ev": -15.9,
  "charge": 1,
  "mol_weight_da": 60.120,
  "species": ["C", "H", "H", "H", "H", "C", "C", "N", "H", "H", "H", "H", "H", "H"],
  "coordinates": [[0.416, 1.968, -2.275], [-0.480, 1.382, -1.999], [1.250, 1.376, -2.158], [0.520, 2.909, -1.792], [0.442, 2.114, -3.339], [-0.481, -1.544, 0.276], [0.336, -0.550, 2.405], [-0.702, -1.065, 1.680], [-1.129, -0.970, -0.520], [-0.637, -2.652, 0.399], [0.597, -1.516, 0.071], [1.272, -0.961, 2.106], [0.154, 0.209, 3.125], [-1.559, -0.700, 2.022]]
}

***

(3)
{
  "formula": "C3H8N4S",
  "method": "ωB97M-V with the def2-TZVPD basis set",
  "e_tot_ev": -20031.8939,
  "homo_ev": -8.6,
  "charge": 0,
  "mol_weight_da": 132.192,
  "species": ["H", "N", "C", "N", "N", "C", "N", "S", "C", "H", "H", "H", "H", "H", "H", "H"],
  "coordinates": [[0.525, 2.464, -0.521], [-0.401, 1.782, -0.279], [0.156, 0.661, -0.527], [1.584, 0.476, -0.804], [2.074, -0.806, -0.599], [3.199, -0.883, 0.271], [-0.491, -0.597, -0.597], [-2.144, -0.749, -0.826], [-3.093, -0.163, 0.540], [1.959, 1.207, -0.134], [3.419, -1.851, 0.686], [3.623, 0.089, 0.734], [-0.046, -1.463, -0.429], [-3.252, 1.066, 0.505], [-2.929, -0.630, 1.742], [-4.181, -0.603, 0.238]]
}

***

(4)
{
  "formula": "C17H20NO7S2W",
  "method": "ωB97M-V with the def2-TZVPD basis set",
  "e_tot_ev": -57256.5824,
  "homo_ev": [-14.9, -15.0],
  "spin_multiplicity": 2,
  "charge": 2,
  "mol_weight_da": 598.321,
  "s2": 0.755,
  "species": ["W", "O", "C", "O", "C", "C", "C", "C", "C", "O", "C", "C", "O", "O", "H", "H", "H", "H", "H", "H", "H", "H", "O", "N", "C", "C", "C", "C", "C", "S", "H", "H", "H", "H", "O", "S", "C", "C", "C", "C", "H", "H", "H", "H", "H", "H", "H", "H"],
  "coordinates": [[0.093, 0.419, -0.200], [-1.895, 0.954, 0.189], [-2.063, 0.434, -0.967], [-1.120, 0.746, -1.805], [-2.962, -0.741, -1.177], [-3.254, -1.095, -2.650], [-4.369, -2.142, -2.696], [-3.600, -3.420, -2.279], [-2.191, -2.862, -2.069], [-2.085, -1.816, -3.029], [-2.150, -2.090, -0.733], [-0.775, -1.717, -0.276], [-0.554, -1.226, 0.903], [0.204, -1.491, -1.075], [-3.838, -0.610, -0.545], [-3.385, -0.230, -3.294], [-4.755, -2.223, -3.709], [-5.203, -1.900, -2.039], [-3.587, -4.155, -3.080], [-4.003, -3.905, -1.391], [-1.374, -3.569, -2.195], [-2.667, -2.576, 0.093], [0.498, 1.087, 1.637], [0.104, 2.329, 2.018], [-0.248, 2.493, 3.310], [-0.582, 3.749, 3.738], [-0.549, 4.803, 2.821], [-0.208, 4.584, 1.503], [0.120, 3.297, 1.084], [0.485, 2.822, -0.539], [-0.224, 1.596, 3.909], [-0.867, 3.897, 4.768], [-0.811, 5.803, 3.140], [-0.209, 5.389, 0.783], [2.048, 0.291, -0.562], [3.060, -0.927, -0.782], [4.624, -0.025, -0.835], [5.237, -0.047, 0.577], [4.139, -0.417, 1.572], [3.329, -1.511, 0.891], [4.353, 0.961, -1.211], [5.229, -0.522, -1.593], [5.695, 0.914, 0.802], [6.024, -0.800, 0.603], [3.494, 0.434, 1.797], [4.544, -0.783, 2.514], [2.361, -1.761, 1.327], [3.888, -2.443, 0.753]]
}